(1)
{
  "formula": "C35H32BrMnN4O2Se",
  "method": "the ωB97M-V functional and the def2-TZVPD basis",
  "homo_ev": [-5.12, -5.38],
  "de_lowest_ev": 0.592,
  "mol_weight_g_mol": 754.47,
  "charge": -1,
  "s2": 8.941,
  "orbital_gap_ev": [7.163, 6.620],
  "spin_multiplicity": 6,
  "elements": ["Br", "Se", "Mn", "O", "O", "N", "N", "N", "N", "C", "C", "C", "C", "C", "C", "C", "C", "C", "C", "C", "C", "C", "C", "C", "C", "C", "C", "C", "C", "C", "C", "C", "C", "C", "C", "C", "C", "C", "C", "C", "C", "C", "C", "C", "H", "H", "H", "H", "H", "H", "H", "H", "H", "H", "H", "H", "H", "H", "H", "H", "H", "H", "H", "H", "H", "H", "H", "H", "H", "H", "H", "H", "H", "H", "H", "H"],
  "xyz": [[2.559, 0.103, -0.742], [2.349, 2.120, 1.536], [-0.066, 0.453, -0.054], [-1.505, 4.306, -0.921], [-1.165, -0.787, 3.822], [-1.806, -1.007, -1.236], [-0.380, -0.795, 1.642], [-0.640, 2.169, -1.137], [-1.037, 1.692, 1.358], [-2.900, -3.114, -4.147], [-1.819, 3.828, 1.939], [2.187, -1.864, 2.325], [1.049, -2.755, 1.927], [-2.022, -2.317, -3.222], [-1.325, 2.935, 1.006], [-1.114, -4.423, 1.404], [-0.577, 2.039, -5.325], [5.789, 0.216, 2.927], [-1.319, -3.047, 1.473], [-0.528, -0.839, -1.496], [5.530, 0.030, 4.278], [-2.544, -1.736, -2.076], [3.643, 1.270, 2.639], [-1.224, 1.225, 2.580], [0.513, 2.635, -3.250], [3.378, 1.068, 3.992], [-0.635, 2.241, -2.559], [-0.666, -2.116, -3.478], [0.109, -1.366, -2.611], [0.531, 2.504, -4.636], [1.216, -4.132, 1.852], [4.859, 0.843, 2.111], [-2.724, -2.511, 1.416], [-0.900, -0.240, 2.751], [-2.000, 3.371, 3.240], [4.323, 0.465, 4.808], [0.146, -4.968, 1.570], [-1.144, 3.221, -0.467], [-1.746, 1.759, -4.632], [1.671, 3.249, -2.516], [-1.715, 2.053, 3.576], [-0.217, -2.210, 1.678], [-3.094, 1.711, -2.505], [-1.799, 1.880, -3.249], [-3.871, 1.324, -3.166], [-0.544, 1.933, -6.402], [-2.638, 1.457, -5.170], [6.260, -0.458, 4.912], [1.158, -1.182, -2.783], [-2.990, 1.043, -1.651], [2.419, 1.366, 4.400], [2.242, 2.504, -1.965], [-3.423, 2.680, -2.121], [-2.383, 4.046, 3.996], [-3.752, -2.524, -4.491], [-1.967, -5.070, 1.228], [-1.869, 1.652, 4.567], [0.291, -6.040, 1.508], [-3.203, -2.633, 2.391], [-2.344, -3.441, -5.025], [1.427, 2.790, -5.176], [2.200, -4.550, 2.033], [6.724, -0.126, 2.500], [2.339, 3.751, -3.217], [-2.054, 4.838, 1.634], [3.039, -2.455, 2.665], [-3.596, -1.852, -1.828], [1.883, -1.200, 3.135], [-3.316, -3.054, 0.677], [-3.295, -4.003, -3.651], [2.511, -1.235, 1.497], [5.058, 0.984, 1.057], [1.313, 3.986, -1.794], [-2.743, -1.456, 1.156], [4.103, 0.313, 5.858], [-0.221, -2.545, -4.369]],
  "lowdin_spin": [0.26, 0.67, 4.03, 0.01, 0.01, -0.01, 0.00, 0.00, 0.02, 0.00, 0.00, 0.00, 0.00, 0.02, 0.01, 0.00, 0.00, 0.00, 0.00, -0.18, 0.02, -0.01, 0.05, 0.01, 0.00, 0.03, 0.00, -0.01, 0.00, 0.00, 0.00, 0.02, 0.00, 0.01, 0.00, 0.00, 0.00, 0.01, 0.00, 0.00, 0.00, 0.00, 0.00, 0.00, 0.00, 0.00, 0.00, 0.00, 0.01, 0.00, 0.00, 0.00, 0.00, 0.00, 0.00, 0.00, 0.00, 0.00, 0.00, 0.00, 0.00, 0.00, 0.00, 0.00, 0.00, 0.00, 0.00, 0.00, 0.00, 0.00, 0.00, 0.00, 0.00, 0.00, 0.00, 0.00]
}

---

(2)
{
  "formula": "C35H32ClF3N6O3PTi",
  "method": "the ωB97M-V functional and the def2-TZVPD basis",
  "homo_ev": -10.88,
  "de_lowest_ev": 0.000,
  "mol_weight_g_mol": 755.97,
  "charge": 1,
  "orbital_gap_ev": 7.788,
  "elements": ["Ti", "Cl", "P", "F", "F", "F", "O", "O", "O", "N", "N", "N", "N", "N", "N", "C", "C", "C", "C", "C", "C", "C", "C", "C", "C", "C", "C", "C", "C", "C", "C", "C", "C", "C", "C", "C", "C", "C", "C", "C", "C", "C", "C", "C", "C", "C", "C", "C", "C", "C", "H", "H", "H", "H", "H", "H", "H", "H", "H", "H", "H", "H", "H", "H", "H", "H", "H", "H", "H", "H", "H", "H", "H", "H", "H", "H", "H", "H", "H", "H", "H", "H"],
  "xyz": [[0.074, 0.363, -0.933], [-1.125, 1.349, 1.884], [-2.696, -0.343, -0.268], [1.352, -1.702, -0.373], [2.658, 1.225, 5.181], [0.475, -1.563, 1.624], [1.333, 0.947, 0.427], [3.499, 0.578, -3.068], [1.469, 0.691, -2.147], [-1.270, -1.489, -4.617], [5.441, 0.875, 0.513], [-1.725, -2.318, -3.706], [-0.558, -1.015, -2.614], [-2.638, -3.337, -4.030], [-1.333, -2.077, -2.507], [-2.909, -4.088, 1.451], [-3.296, 2.953, 2.171], [-3.376, -1.497, 2.229], [2.779, 0.658, -2.097], [-1.061, 2.121, -1.375], [-3.473, -2.522, 3.160], [-3.251, -3.827, 2.775], [3.322, 0.993, 1.683], [-2.782, 1.828, 1.535], [-0.540, -0.655, -3.904], [-5.738, -0.944, -3.765], [-2.799, -3.058, 0.534], [3.395, 0.793, -0.736], [-4.907, -1.629, -1.609], [-4.604, 3.312, 1.899], [2.641, 0.911, 0.433], [6.932, 0.961, 0.472], [3.320, 1.069, 4.037], [4.725, 0.909, 1.705], [5.418, 0.807, 2.923], [4.696, 0.885, 4.063], [7.496, 1.412, 1.803], [-5.818, -1.766, -2.650], [-5.376, 2.551, 1.025], [4.772, 0.806, -0.633], [-3.007, -1.726, 0.903], [-4.727, 0.011, -3.824], [2.610, 1.106, 2.894], [-4.793, 1.445, 0.383], [6.903, 0.631, 2.960], [-3.910, -0.670, -1.635], [0.143, -1.426, 0.320], [-3.473, 1.052, 0.607], [7.414, 1.859, -0.663], [-3.823, 0.139, -2.780], [-1.838, 2.473, -0.688], [-0.340, 2.938, -1.541], [-6.422, 2.810, 0.835], [-5.028, -2.262, -0.723], [-3.568, -0.479, 2.545], [-6.575, -2.530, -2.577], [-2.577, -4.099, -3.374], [-4.652, 0.683, -4.676], [-2.713, -5.072, 1.071], [-2.513, -3.297, -0.478], [-5.028, 4.193, 2.378], [5.358, 0.778, -1.541], [8.467, 2.077, -0.468], [-1.565, 1.984, -2.370], [8.582, 1.258, 1.779], [7.346, 2.494, 1.943], [-3.062, 0.920, -2.855], [6.916, 2.828, -0.669], [-2.664, 3.517, 2.855], [-0.467, -2.282, 0.121], [-3.699, -2.261, 4.186], [7.139, -0.429, 2.848], [-5.353, 0.849, -0.320], [7.300, -0.051, 0.259], [-2.497, -3.615, -4.983], [0.010, 0.174, -4.273], [7.348, 1.438, -1.655], [1.529, 1.180, 2.908], [7.335, 0.979, 3.902], [5.174, 0.896, 5.037], [-3.345, -4.651, 3.468], [-6.455, -1.031, -4.601]],
  "mulliken_charge": [-0.23, 0.13, 2.23, -0.31, -0.34, -0.32, -0.27, -0.70, -0.33, -1.07, 0.26, 1.05, 0.29, -0.48, -0.19, -0.62, -0.55, -0.80, 0.32, -0.96, -0.73, -0.72, 0.76, -0.12, -0.49, -0.58, -0.15, -0.33, -0.38, -0.49, 1.74, 0.45, 0.05, -0.92, 0.69, -0.75, -1.00, -0.80, -0.88, -0.55, 0.33, -0.63, -0.38, -0.62, -1.07, 0.26, 0.28, -0.36, -1.74, -0.26, 0.38, 0.40, 0.41, 0.42, 0.38, 0.46, 0.23, 0.43, 0.44, 0.31, 0.37, 0.67, 0.42, 0.39, 0.43, 0.36, 0.11, 0.42, 0.49, 0.58, 0.44, 0.34, 0.54, 0.11, 0.30, 0.61, 0.53, 0.64, 0.44, 0.48, 0.40, 0.36]
}

---

(3)
{
  "formula": "C35H32ClN9S2W",
  "method": "the ωB97M-V functional and the def2-TZVPD basis",
  "homo_ev": [-1.29, -2.17],
  "de_lowest_ev": 0.297,
  "mol_weight_g_mol": 862.13,
  "charge": -2,
  "s2": 2.036,
  "orbital_gap_ev": [5.457, 6.326],
  "spin_multiplicity": 3,
  "elements": ["W", "Cl", "S", "S", "N", "N", "N", "N", "N", "N", "N", "N", "N", "C", "C", "C", "C", "C", "C", "C", "C", "C", "C", "C", "C", "C", "C", "C", "C", "C", "C", "C", "C", "C", "C", "C", "C", "C", "C", "C", "C", "C", "C", "C", "C", "C", "C", "C", "H", "H", "H", "H", "H", "H", "H", "H", "H", "H", "H", "H", "H", "H", "H", "H", "H", "H", "H", "H", "H", "H", "H", "H", "H", "H", "H", "H", "H", "H", "H", "H"],
  "xyz": [[-0.429, 0.107, -0.234], [-2.128, 1.389, 3.534], [-3.286, -0.441, -1.842], [-1.056, 1.393, -2.404], [-1.717, -1.030, 1.084], [0.616, 1.172, 1.337], [-2.318, 3.264, -5.323], [-3.057, -2.380, 2.636], [-0.030, -1.482, -1.855], [-5.547, 0.454, -4.817], [-2.040, -4.167, 4.036], [0.865, -1.287, 0.931], [1.401, 0.666, -1.296], [-2.469, -3.321, 3.364], [-1.746, 4.009, 0.540], [3.862, -0.631, -3.745], [1.076, -0.953, 2.183], [-1.841, 2.834, 2.600], [0.918, -1.151, -2.697], [1.314, 2.893, -0.247], [-2.637, 0.783, -2.813], [0.980, 0.503, 2.415], [2.000, -1.698, -4.945], [0.967, -1.632, -4.040], [1.758, -1.753, 4.511], [1.250, -2.635, 0.515], [0.237, -3.753, 0.828], [1.877, -0.130, -2.220], [-0.508, -4.334, -0.374], [-3.287, 1.320, -3.939], [-1.478, 5.186, 1.214], [3.339, -1.332, -4.817], [-1.374, 5.189, 2.601], [1.741, 0.688, 4.840], [-2.133, 1.542, 0.434], [-1.899, 2.779, 1.202], [-1.483, -3.412, -1.119], [1.355, 1.168, 3.603], [-2.312, -1.687, 1.832], [-2.734, 2.385, -4.696], [1.100, 2.547, 1.212], [-4.536, 0.824, -4.394], [2.174, 1.845, -0.938], [1.917, -0.610, 5.288], [-0.875, -2.611, -2.258], [1.429, -1.904, 3.183], [3.228, -0.079, -2.647], [-1.575, 4.005, 3.295], [1.821, 3.861, -0.298], [-2.807, 0.900, 0.991], [1.382, -2.933, 2.861], [-2.249, -4.039, -1.584], [-1.531, 3.976, 4.376], [-1.825, 4.001, -0.543], [-1.162, 6.104, 3.141], [-1.064, -5.204, -0.012], [1.239, 2.242, 3.560], [-2.014, -2.752, -0.437], [-0.479, -3.397, 1.567], [0.015, -1.983, -4.410], [-1.678, -2.238, -2.897], [3.012, 1.574, -0.276], [1.917, -2.693, 5.032], [4.008, -1.582, -5.632], [-0.265, -3.305, -2.849], [1.901, 1.465, 5.582], [4.931, -0.436, -3.784], [1.723, -2.129, -5.903], [0.455, 3.278, 1.698], [2.187, -0.750, 6.328], [2.076, 2.603, 1.707], [0.227, -4.725, -1.091], [2.607, 2.269, -1.848], [0.366, 3.001, -0.778], [-2.642, 1.818, -0.478], [3.876, 0.479, -1.984], [1.436, -2.598, -0.554], [2.211, -2.865, 0.985], [-1.352, 6.107, 0.657], [0.767, -4.577, 1.317]],
  "lowdin_spin": [1.64, 0.00, 0.06, 0.01, 0.02, -0.02, 0.00, 0.02, 0.01, 0.00, 0.01, -0.02, -0.01, 0.00, 0.00, 0.01, 0.01, 0.00, 0.01, 0.01, 0.01, 0.01, 0.00, 0.02, 0.01, 0.00, 0.00, 0.01, 0.00, 0.00, 0.00, 0.01, -0.01, 0.01, -0.01, 0.00, 0.00, 0.03, 0.03, 0.00, 0.01, 0.00, 0.00, 0.04, 0.00, 0.04, 0.01, 0.00, 0.00, 0.00, 0.00, 0.00, 0.00, 0.00, 0.00, 0.00, 0.00, 0.00, 0.00, 0.00, 0.00, 0.00, 0.00, 0.00, 0.00, 0.00, 0.00, 0.00, 0.00, 0.00, 0.00, 0.00, 0.00, 0.00, 0.00, 0.00, 0.00, 0.00, 0.00, 0.00]
}

---

Calculated values (eV) of E_tot for the records, taken in order: -213584.1688, -104971.9929, -86244.7716.